121
Properties=species:S:1:pos:R:3:forces:R:3:mulliken_charge:R:1 method="wB97M-V/def2-TZVPD" homo_energy_ev=-9.18 orbital_gap_ha=0.3440 smiles=c1ccncc1.c1ccncc1.c1ccncc1.c1ccncc1.c1ccncc1.c1ccncc1.c1ccncc1.c1ccncc1.c1ccncc1.c1ccncc1.c1ccncc1 spin_multiplicity=1 e_tot_ev=-74314.2683 e_above_lowest_kj_mol=156.7
N -10.652 -28.036 0.848 1.135 -1.121 -0.220 -0.16
N -10.088 -26.493 10.686 0.698 0.356 -0.467 -0.39
N -5.673 -28.573 6.218 0.891 -0.166 0.634 -0.56
N -12.811 -25.634 6.048 0.056 0.455 -0.218 -0.48
N -18.174 -22.316 10.599 -0.490 0.794 0.463 -0.63
N -9.887 -23.880 0.711 0.075 0.532 0.467 -0.59
N -18.143 -27.389 6.782 -0.382 -0.463 -0.133 -0.20
N -17.269 -27.992 12.503 -0.319 -0.278 -0.052 -0.62
N -10.919 -31.148 5.230 -0.021 1.453 0.844 0.00
N -13.724 -21.379 9.410 0.364 -0.140 -0.648 -0.60
N -16.273 -32.736 10.197 0.447 0.264 0.070 -0.61
C -10.274 -28.224 -0.436 -0.959 1.218 0.890 -0.16
C -10.389 -31.065 4.033 0.435 -2.029 -1.566 0.07
C -10.475 -33.451 3.812 0.537 -0.126 0.471 -0.24
C -7.000 -26.848 5.261 0.753 -0.427 0.660 -0.80
C -15.691 -27.112 10.394 0.360 0.520 0.851 -0.64
C -12.676 -28.394 6.419 1.080 1.220 -0.622 -0.58
C -11.237 -32.317 5.766 0.864 -1.001 -0.225 -0.31
C -17.445 -27.910 5.754 -0.375 0.692 1.275 -0.12
C -10.298 -26.806 9.398 0.127 -0.213 0.852 -0.38
C -17.367 -24.184 9.379 -0.308 0.129 0.144 -0.05
C -20.027 -28.664 6.047 -0.268 0.101 -1.179 -0.63
C -13.609 -21.563 10.721 -0.313 -0.003 -0.180 -0.29
C -13.755 -26.276 6.725 -0.089 -0.492 -0.284 -0.27
C -18.104 -31.557 9.161 0.414 -0.236 0.419 -0.47
C -17.239 -30.987 8.246 -0.220 0.028 -0.717 0.48
C -19.195 -24.446 10.857 -0.769 -1.081 -0.081 -0.67
C -8.738 -25.520 1.995 0.080 -0.441 0.473 -0.05
C -7.878 -29.078 5.546 -0.613 0.403 -0.577 0.13
C -5.820 -27.307 5.841 -0.993 -0.082 0.638 -0.43
C -15.459 -32.179 9.299 -0.208 0.559 -0.560 -0.32
C -19.419 -27.772 6.901 0.048 0.366 -0.028 -0.08
C -12.465 -23.644 10.452 -0.181 0.782 0.484 -0.02
C -13.009 -22.681 11.298 -0.042 0.157 -0.169 -0.65
C -16.328 -28.321 10.348 -0.265 -1.182 -0.155 0.25
C -6.656 -29.452 6.085 -0.336 0.450 -0.487 -0.54
C -17.052 -28.776 11.454 -0.077 1.004 -0.288 -0.23
C -8.708 -23.493 0.222 0.348 0.438 0.681 -0.23
C -13.702 -27.636 6.944 -0.467 -1.661 -0.063 0.27
C -15.897 -31.331 8.280 -0.043 0.132 0.926 -0.34
C -17.341 -22.823 9.715 0.138 -1.078 -0.433 -0.42
C -10.822 -29.209 -1.221 -0.294 0.016 0.144 -0.57
C -16.735 -26.765 12.514 -0.442 -0.863 0.292 -0.50
C -10.178 -32.214 3.248 -0.834 0.114 0.398 -1.22
C -9.372 -27.509 8.642 -0.617 0.410 -0.453 0.01
C -11.822 -26.340 5.478 -0.425 -0.203 0.721 -1.06
C -11.332 -29.019 1.436 -1.281 1.087 -0.482 -0.41
C -17.973 -28.811 4.844 0.179 -0.508 -0.003 -0.66
C -7.818 -27.301 10.454 -0.496 0.656 -0.763 -0.59
C -9.879 -24.823 1.651 -0.256 -0.143 -0.866 -0.42
C -11.727 -27.715 5.637 -0.520 -0.989 0.120 0.04
C -8.041 -27.761 5.150 0.737 1.161 -1.266 0.86
C -18.330 -25.025 9.937 1.320 1.235 -0.571 -0.12
C -17.553 -32.393 10.128 -0.540 -0.428 -0.457 -0.31
C -11.922 -30.092 0.743 1.791 -0.152 0.377 -0.87
C -13.154 -22.280 8.601 -0.601 -0.485 0.322 -0.38
C -7.526 -25.166 1.447 -0.045 0.158 -0.778 -0.51
C -19.091 -23.106 11.162 0.382 -0.004 -0.633 -0.29
C -12.521 -23.410 9.085 0.378 -0.931 0.433 -0.15
C -11.617 -30.175 -0.603 -0.006 -0.030 -0.692 -0.20
C -8.128 -27.729 9.173 0.863 -0.788 0.182 -0.12
C -8.845 -26.690 11.161 -0.379 -0.550 0.478 -0.41
C -7.495 -24.068 0.585 -0.183 -0.985 -0.451 -0.43
C -19.297 -29.210 4.991 0.357 -0.238 1.082 -0.27
C -15.883 -26.317 11.528 0.505 0.152 -0.076 -0.43
C -10.977 -33.527 5.111 0.026 0.844 -0.360 -0.63
H -16.242 -28.969 9.487 0.090 0.051 0.001 0.13
H -11.098 -34.496 5.571 -0.179 0.081 0.202 0.41
H -14.515 -28.231 7.354 -0.158 0.624 0.548 0.25
H -15.162 -30.842 7.653 -0.081 -0.140 -0.234 0.46
H -14.660 -25.772 7.048 0.290 0.575 0.067 0.45
H -10.157 -34.385 3.365 -0.303 0.103 -0.469 0.37
H -8.806 -26.413 2.602 -0.097 0.107 0.122 0.54
H -7.038 -25.813 4.947 -0.374 -0.053 -0.096 0.47
H -17.534 -29.745 11.464 0.138 -0.114 -0.022 0.41
H -8.839 -27.357 4.535 -0.698 -0.658 0.481 -0.20
H -12.529 -29.456 6.553 -0.372 -0.068 0.021 0.47
H -11.503 -32.305 6.816 -0.460 0.040 -0.059 0.46
H -11.593 -28.758 2.457 -0.053 -0.558 0.183 0.79
H -15.327 -25.399 11.673 -0.222 0.165 -0.210 0.52
H -6.466 -30.476 6.383 0.085 0.002 0.053 0.37
H -9.975 -30.174 3.572 -0.560 0.620 0.608 0.62
H -18.247 -32.862 10.819 0.267 -0.044 0.248 0.37
H -9.897 -32.097 2.210 0.453 -0.150 0.083 0.50
H -12.005 -24.527 10.879 0.084 -0.083 -0.190 0.50
H -13.343 -22.214 7.537 0.207 0.425 -0.063 0.41
H -12.324 -30.924 1.304 -0.542 0.133 -0.133 0.48
H -8.697 -26.467 12.210 -0.040 0.323 0.004 0.36
H -20.009 -25.018 11.290 0.106 -0.041 0.086 0.38
H -6.599 -23.859 0.015 0.078 0.402 0.272 0.37
H -8.700 -22.599 -0.392 -0.185 -0.268 -0.394 0.37
H -14.110 -20.778 11.276 0.218 -0.190 0.465 0.40
H -21.098 -28.822 6.062 0.062 -0.305 0.509 0.39
H -16.681 -24.647 8.680 0.146 0.396 -0.126 0.43
H -19.175 -31.410 9.192 0.032 0.313 -0.216 0.39
H -17.596 -30.300 7.486 -0.081 0.009 0.038 0.09
H -14.387 -32.323 9.355 -0.032 -0.516 0.343 0.37
H -20.024 -27.356 7.699 0.294 0.204 0.154 0.38
H -9.650 -27.816 7.642 0.162 -0.066 -0.001 0.19
H -17.328 -29.273 4.109 -0.032 0.110 -0.115 0.39
H -7.368 -28.312 8.661 -0.134 0.217 -0.364 0.36
H -8.699 -29.738 5.305 0.204 -0.396 0.539 0.30
H -17.077 -26.216 13.385 0.565 0.483 -0.144 0.42
H -5.070 -26.597 6.170 0.399 -0.186 -0.444 0.36
H -11.053 -28.393 5.127 0.540 0.557 -0.047 0.43
H -19.826 -22.641 11.806 0.172 0.070 0.201 0.38
H -16.662 -22.141 9.213 0.136 0.019 0.186 0.46
H -16.422 -27.561 5.821 0.198 -0.304 -0.826 0.38
H -10.751 -29.166 -2.299 0.452 -0.290 0.018 0.37
H -18.214 -26.024 9.538 -0.915 -0.384 0.647 0.51
H -9.648 -27.417 -0.796 0.071 -0.144 -0.391 0.39
H -11.942 -30.972 -1.262 -0.388 -0.138 0.365 0.37
H -12.979 -22.793 12.373 -0.031 0.000 0.016 0.42
H -12.093 -24.192 8.470 -0.123 0.352 -0.502 0.36
H -14.995 -26.819 9.617 -0.137 0.149 -0.088 0.60
H -11.095 -25.760 4.926 0.053 -0.039 -0.157 0.49
H -19.717 -30.071 4.490 0.019 0.339 -0.639 0.40
H -6.674 -25.826 1.549 0.165 0.261 0.300 0.40
H -11.263 -26.522 8.994 -0.105 -0.142 -0.056 0.56
H -6.786 -27.351 10.769 -0.158 -0.175 0.521 0.40
H -10.854 -25.115 2.023 0.043 -0.042 0.115 0.48

=====

116
Properties=species:S:1:pos:R:3:forces:R:3:mulliken_charge:R:1 method="wB97M-V/def2-TZVPD" homo_energy_ev=-9.03 orbital_gap_ha=0.2608 smiles="NCCCC1=CC(=O)OC1=O.c1ccccc1.c1ccccc1.c1ccccc1.c1ccccc1.c1ccccc1.c1ccccc1.c1ccccc1.c1ccccc1" spin_multiplicity=1 e_tot_ev=-65586.0817
O 0.620 -4.860 4.870 -3.193 7.431 -5.348 -0.50
O -1.881 -0.864 3.047 5.953 -7.344 1.927 -0.59
O -1.030 -3.104 3.971 0.937 0.787 0.301 -0.24
N 5.154 -3.136 4.288 -0.713 0.593 -0.391 -0.63
C -1.734 -7.962 8.599 0.082 0.013 -0.116 -0.32
C -1.440 -2.532 -6.332 -0.042 0.011 0.170 -0.49
C -1.359 7.059 -1.410 0.092 -0.252 0.024 -0.72
C 4.113 -2.285 -2.564 0.114 -0.066 -0.040 -0.50
C 0.052 -8.427 7.040 -0.203 0.113 0.083 -0.44
C 0.964 1.602 -4.637 0.180 0.017 -0.049 -0.55
C 2.904 0.279 -5.204 -0.069 0.187 0.003 -0.41
C 5.192 -3.681 -4.214 -0.018 0.124 0.130 -0.39
C -6.338 9.044 0.756 0.095 -0.138 0.014 -0.36
C -0.312 -7.308 6.292 -0.049 -0.162 0.074 -0.26
C 0.485 -1.895 2.424 1.332 -3.847 2.306 -0.27
C 3.932 2.885 1.249 -0.137 -0.051 -0.012 -0.48
C -1.158 -2.723 -3.940 -0.081 0.069 -0.168 -0.50
C -0.973 -1.848 3.194 -0.824 3.487 -2.058 0.28
C -0.674 -2.922 -5.233 -0.172 0.090 0.006 -0.30
C -0.661 -8.756 8.193 -0.038 0.159 -0.087 -0.36
C -2.406 -2.131 -3.745 0.030 -0.061 -0.112 -0.10
C 5.360 -1.926 -2.052 0.000 -0.133 -0.127 -0.48
C -4.853 -1.260 0.309 0.079 0.126 -0.233 -0.58
C -4.710 6.805 1.106 -0.185 0.107 0.054 -0.16
C -2.371 6.204 -1.847 0.141 -0.107 0.055 -0.37
C 3.789 -2.565 2.068 -0.566 0.985 -0.880 0.28
C -1.390 -6.520 6.692 -0.002 -0.148 0.135 -0.14
C -1.892 4.701 -0.018 0.083 0.156 -0.152 -0.61
C 6.523 -2.445 -2.622 -0.186 -0.059 -0.058 -0.49
C 4.029 -3.158 -3.648 0.198 0.025 0.080 -0.32
C -2.692 -1.949 -6.137 0.096 -0.029 0.123 -0.43
C 6.438 -3.325 -3.700 -0.119 0.068 0.056 -0.35
C 1.958 1.830 2.157 0.103 0.060 -0.134 -0.58
C 1.646 2.761 -5.007 0.069 -0.177 0.015 -0.44
C 1.219 2.268 1.058 0.151 0.006 -0.019 -0.27
C -3.174 -1.747 -4.844 0.214 -0.081 -0.010 -0.47
C -4.224 7.922 0.428 -0.094 0.084 0.074 -0.04
C 1.594 0.362 -4.734 0.089 0.109 -0.022 -0.18
C -6.012 6.807 1.609 0.108 0.166 -0.106 -0.56
C 2.714 -3.696 2.536 -1.469 -0.224 -0.943 -0.41
C -2.639 5.027 -1.151 0.169 0.081 -0.006 -0.45
C -6.823 7.928 1.438 0.123 0.015 -0.072 -0.37
C 3.195 3.316 0.146 -0.115 -0.096 0.140 -0.56
C 1.837 3.010 0.052 0.112 -0.045 0.082 -0.45
C -2.099 -6.845 7.849 0.170 -0.112 -0.097 -0.49
C 2.959 2.680 -5.469 -0.069 -0.132 0.037 -0.43
C 4.989 -2.212 3.109 0.895 0.029 -0.542 -0.45
C -5.038 9.040 0.249 -0.101 -0.192 0.134 -0.56
C 3.315 2.141 2.253 -0.080 0.018 -0.143 -0.36
C -3.511 0.333 -1.547 -0.077 -0.022 0.155 -0.93
C 1.216 -3.079 2.950 -1.430 2.099 -0.577 0.39
C 0.273 -3.836 4.086 2.396 -2.265 0.870 0.27
C -5.498 -0.857 -0.860 0.152 0.022 0.041 -0.49
C 3.588 1.439 -5.570 -0.174 -0.003 0.065 -0.47
C -0.609 6.731 -0.281 -0.125 -0.072 -0.104 -0.34
C -3.534 -0.873 0.546 -0.074 -0.103 -0.092 0.09
C -4.826 -0.063 -1.789 0.060 -0.017 0.137 -0.35
C -0.875 5.551 0.414 -0.088 0.038 -0.060 -0.38
C -2.863 -0.075 -0.380 -0.246 -0.039 -0.069 -0.28
H -3.209 7.921 0.037 -0.278 -0.007 0.151 0.24
H -6.392 5.935 2.134 0.053 0.120 -0.059 0.36
H 4.250 -2.847 1.003 -1.050 0.373 2.443 0.14
H -0.058 1.666 -4.273 0.127 -0.024 -0.056 0.51
H -7.835 7.932 1.836 0.147 -0.001 -0.068 0.35
H -0.562 -3.029 -3.084 -0.087 0.040 -0.103 0.41
H -6.972 9.916 0.620 0.082 -0.124 0.023 0.36
H 0.890 -9.043 6.726 -0.118 0.082 0.042 0.34
H -2.780 -1.970 -2.738 0.043 -0.040 -0.161 0.39
H 3.493 3.584 -5.751 -0.084 -0.135 0.032 0.37
H -4.076 5.933 1.244 -0.099 0.173 -0.034 0.40
H -3.029 -1.192 1.455 -0.286 0.144 -0.390 0.25
H 1.262 3.350 -0.805 0.068 -0.041 0.124 0.55
H 0.300 -3.380 -5.384 -0.124 0.054 0.002 0.39
H -1.837 0.229 -0.194 -0.108 -0.030 -0.009 0.59
H -3.430 4.362 -1.490 0.094 0.099 0.062 0.52
H -2.951 6.457 -2.732 0.065 -0.027 0.157 0.45
H 4.988 3.130 1.325 -0.160 -0.042 -0.012 0.38
H 3.207 -1.883 -2.118 0.125 -0.019 -0.084 0.47
H 1.154 3.727 -4.936 0.064 -0.124 0.000 0.43
H 5.126 -4.365 -5.056 0.012 0.101 0.120 0.37
H 7.495 -2.164 -2.225 -0.130 -0.040 -0.053 0.37
H -2.990 0.958 -2.267 -0.055 -0.094 0.062 0.49
H 0.927 -1.180 1.599 -1.386 -1.415 2.017 0.34
H -5.328 0.249 -2.701 0.064 -0.025 0.135 0.45
H 3.890 1.802 3.111 -0.076 0.061 -0.103 0.43
H 0.183 7.394 0.057 -0.115 -0.096 -0.037 0.40
H 2.490 -4.369 1.575 0.359 1.402 2.134 0.27
H 4.463 -2.932 5.049 0.845 -0.518 -1.227 0.25
H -3.292 -1.651 -6.993 0.102 -0.044 0.130 0.38
H 4.877 -1.109 3.485 0.152 -2.218 -0.543 0.16
H 5.155 -4.147 4.031 -0.152 1.385 0.317 0.27
H -1.062 -2.685 -7.339 -0.051 0.019 0.137 0.38
H -4.149 -1.290 -4.693 0.134 -0.065 0.002 0.34
H -0.380 -9.629 8.775 -0.035 0.117 -0.064 0.35
H -2.937 -6.228 8.164 0.113 -0.090 -0.044 0.35
H 5.426 -1.243 -1.209 -0.016 -0.068 -0.121 0.53
H 4.611 1.375 -5.933 -0.145 0.006 0.053 0.38
H 1.477 1.247 2.938 0.032 0.092 -0.054 0.46
H -6.524 -1.162 -1.048 0.143 0.049 0.018 0.38
H 3.058 -3.432 -4.051 0.113 0.027 0.056 0.42
H 1.063 -0.542 -4.444 0.036 0.126 -0.066 0.39
H -5.377 -1.877 1.034 0.080 0.079 -0.094 0.40
H 3.197 -1.548 1.871 1.202 -2.219 0.364 -0.11
H 3.393 -0.688 -5.285 -0.045 0.124 0.036 0.41
H -2.286 -8.215 9.501 0.084 0.032 -0.139 0.35
H 0.160 2.031 0.986 0.123 0.041 0.016 0.49
H -4.661 9.908 -0.285 -0.042 -0.101 0.076 0.36
H 3.678 3.891 -0.640 -0.078 -0.080 0.108 0.41
H 6.006 -2.242 2.484 -2.196 0.085 1.403 0.25
H 0.246 -7.050 5.394 -0.156 -0.087 0.241 0.35
H -1.677 -5.651 6.105 0.088 -0.127 0.096 0.30
H 3.069 -4.440 3.364 -0.715 1.695 -1.434 0.27
H 7.344 -3.734 -4.140 -0.146 0.071 0.067 0.36
H -1.155 7.980 -1.949 -0.024 -0.119 0.064 0.41
H -2.103 3.785 0.526 0.010 0.092 -0.057 0.58
H -0.289 5.294 1.293 -0.085 0.033 -0.136 0.48